1.
Formula: C12H38O11
Source: the Open Molecules 2025 dataset
Level of theory: the ωB97M-V functional and the def2-TZVPD basis

## Properties
largest force on an atom = 1.18 eV Å⁻¹
multiplicity = 1
energy above the lowest of the compared OMol25 structures with the same formula, charge and spin = 0.0 kJ/mol
M = 358.42 g mol⁻¹
HOMO = -9.7339 eV
total charge = 0

Each line ends with the Löwdin charge.
Geometry (Å):
O  -0.735  -3.319  -2.499  -0.06
C  -1.934  -2.628  -2.179  -0.24
C  -1.820  -1.108  -2.232  -0.26
O  -1.562  -0.714  -3.566  -0.06
H  -0.004  -2.787  -2.163  0.08
H  -2.687  -2.885  -2.928  0.12
H  -2.276  -2.965  -1.197  0.09
H  -1.064  -0.654  -1.581  0.09
H  -2.793  -0.714  -1.903  0.11
H  -0.831  -0.072  -3.562  0.05
O  0.772  -3.879  5.692  -0.06
C  0.724  -2.611  5.043  -0.25
C  0.899  -2.764  3.553  -0.25
O  2.259  -3.124  3.323  -0.06
H  0.896  -3.696  6.627  0.08
H  -0.241  -2.120  5.205  0.11
H  1.529  -2.003  5.457  0.12
H  0.623  -1.858  3.013  0.10
H  0.273  -3.574  3.166  0.12
H  2.396  -3.294  2.387  0.08
O  0.753  0.954  -3.273  -0.09
C  0.687  2.286  -3.783  -0.22
C  1.957  2.751  -4.455  -0.21
O  3.086  2.863  -3.575  -0.07
H  1.392  0.893  -2.543  0.06
H  -0.153  2.242  -4.476  0.13
H  0.412  2.989  -2.988  0.12
H  1.741  3.727  -4.904  0.12
H  2.204  2.070  -5.274  0.13
H  3.876  2.799  -4.114  0.10
O  2.486  3.396  -0.854  -0.07
C  3.345  2.584  -0.082  -0.25
C  3.740  1.255  -0.674  -0.24
O  2.625  0.430  -0.978  -0.08
H  2.709  3.287  -1.799  0.05
H  4.258  3.140  0.164  0.12
H  2.839  2.372  0.864  0.11
H  4.370  0.717  0.046  0.12
H  4.358  1.350  -1.569  0.11
H  2.214  0.217  -0.117  0.06
C  -0.743  1.437  -0.216  -0.07
C  -0.053  0.905  1.039  -0.27
O  0.573  -0.356  0.782  -0.11
H  -0.038  1.435  -1.048  0.05
H  -0.999  2.497  -0.117  0.09
H  -1.625  0.854  -0.481  0.05
H  -0.767  0.772  1.860  0.10
H  0.730  1.597  1.352  0.10
H  -0.145  -1.001  0.718  0.03
C  -4.028  1.759  2.033  -0.17
O  -4.734  0.731  2.695  -0.12
H  -4.715  2.539  1.682  0.08
H  -3.305  2.221  2.699  0.08
H  -3.529  1.419  1.119  0.06
H  -5.189  0.168  2.066  0.07
C  -2.733  -1.863  1.513  -0.11
O  -1.442  -2.241  1.035  -0.15
H  -2.659  -1.000  2.178  0.07
H  -3.359  -1.581  0.663  0.08
H  -3.179  -2.644  2.129  0.09
H  -1.386  -3.199  1.024  0.10

2.
Formula: C12H38O7
Source: the Open Molecules 2025 dataset
Level of theory: the ωB97M-V functional and the def2-TZVPD basis

## Properties
largest force on an atom = 1.63 eV Å⁻¹
multiplicity = 1
energy above the lowest of the compared OMol25 structures with the same formula, charge and spin = 281.5 kJ/mol
M = 294.43 g mol⁻¹
HOMO = -9.3076 eV
total charge = 0

Each line ends with the Löwdin charge.
Geometry (Å):
C  -3.027  3.446  0.411  -0.07
C  -3.115  3.653  1.912  -0.31
O  -1.974  3.025  2.523  -0.10
H  -2.225  4.081  0.046  0.08
H  -3.962  3.809  -0.029  0.08
H  -2.933  2.384  0.207  0.06
H  -4.030  3.295  2.409  0.11
H  -3.229  4.717  2.166  0.11
H  -1.572  3.648  3.136  0.09
C  0.845  0.729  5.397  -0.09
C  0.714  0.850  3.890  -0.35
O  1.168  -0.350  3.302  -0.09
H  1.880  0.642  5.737  0.07
H  0.262  -0.133  5.710  0.08
H  0.555  1.689  5.837  0.07
H  1.282  1.701  3.497  0.11
H  -0.355  1.020  3.705  0.09
H  1.196  -0.273  2.332  0.04
C  -2.191  -1.363  2.140  -0.07
C  -3.400  -0.457  1.884  -0.32
O  -3.669  0.464  2.918  -0.07
H  -2.516  -2.159  2.814  0.08
H  -1.386  -0.760  2.554  0.05
H  -1.899  -1.843  1.206  0.07
H  -4.241  -1.115  1.649  0.11
H  -3.184  0.114  0.967  0.09
H  -3.131  1.245  2.753  0.03
C  0.809  -0.154  -4.926  -0.08
C  0.826  0.667  -3.668  -0.29
O  1.237  -0.096  -2.529  -0.11
H  0.406  -1.144  -4.682  0.08
H  1.818  -0.469  -5.230  0.07
H  0.303  0.302  -5.771  0.08
H  -0.198  0.958  -3.419  0.12
H  1.371  1.611  -3.757  0.12
H  2.191  -0.243  -2.589  0.04
C  4.130  -2.706  -3.178  -0.08
C  4.230  -1.278  -2.740  -0.30
O  3.668  -1.109  -1.415  -0.08
H  4.714  -3.369  -2.530  0.08
H  4.522  -2.919  -4.175  0.08
H  3.105  -3.073  -3.132  0.08
H  3.707  -0.644  -3.469  0.09
H  5.181  -0.737  -2.748  0.12
H  4.149  -1.728  -0.856  0.10
C  -0.296  0.379  0.167  -0.13
O  0.990  -0.163  0.494  -0.13
H  -0.050  1.090  -0.628  0.08
H  -1.033  -0.340  -0.180  0.06
H  -0.727  0.984  0.964  0.07
H  1.346  -0.405  -0.370  0.05
C  -0.400  -3.253  -1.644  -0.15
O  -1.001  -2.051  -2.117  -0.14
H  -1.141  -3.929  -1.233  0.08
H  0.155  -3.732  -2.462  0.07
H  0.382  -3.032  -0.908  0.08
H  -0.257  -1.476  -2.341  0.02

> Number 1 is which compound?

C12H38O11